No. 1
13
Properties=species:S:1:pos:R:3:mulliken_charge:R:1 method="wB97M-V/def2-TZVPD" charge=0 e_homo_ev=-10.8 gap_ev=11.511
C 1.87 -0.16 1.15 -0.010
C 0.57 0.48 0.61 0.187
C -0.55 1.01 -1.03 -0.165
C -0.76 -1.21 -0.32 -0.088
H 0.32 1.29 1.20 0.426
H -0.64 1.62 -1.87 0.402
H -0.99 1.53 -0.13 0.240
H 0.00 -1.98 -0.61 0.305
H -1.46 -1.89 0.28 0.221
N 2.67 -0.80 1.76 -0.407
O 0.81 0.85 -0.74 -0.386
O -1.35 -0.23 -1.15 -0.381
O -0.50 -0.53 0.82 -0.344


No. 2
93
Properties=species:S:1:pos:R:3:mulliken_charge:R:1 method="wB97M-V/def2-TZVPD" charge=-1 multiplicity=2 e_homo_ev="-3.6 / -3.6" gap_ev="5.646 / 5.429"
Pb 1.50 2.05 -0.97 0.876
C -0.19 -0.77 1.98 -1.582
C -2.57 0.13 2.22 -1.789
C -2.40 1.33 1.61 -1.468
C -1.23 2.01 1.14 2.003
N 0.05 1.61 1.26 0.001
C 0.50 0.52 1.78 -2.219
C -1.40 3.29 0.52 -0.275
C -2.47 4.15 0.83 -0.837
C -2.53 5.40 0.26 -0.914
C -1.59 5.76 -0.69 -0.737
C -0.59 4.84 -1.01 0.523
N -0.47 3.69 -0.37 0.296
C 0.33 5.07 -2.14 0.546
C 0.00 5.97 -3.15 -0.845
C 0.81 6.08 -4.26 -0.392
C 1.95 5.29 -4.34 -0.832
C 2.22 4.43 -3.29 0.018
N 1.44 4.33 -2.22 -0.112
H 0.48 -1.48 2.46 0.953
H -3.59 -0.17 2.45 0.286
H -3.32 1.85 1.38 0.065
H 1.54 0.56 2.05 0.883
H -3.21 3.86 1.57 0.430
H -3.32 6.09 0.54 0.411
H -1.64 6.74 -1.15 0.391
H -0.90 6.55 -3.08 0.295
H 0.55 6.76 -5.06 0.419
H 2.60 5.32 -5.20 0.416
H 3.09 3.79 -3.30 0.414
O 7.43 -1.99 -1.56 -0.687
C 6.46 -1.29 -1.48 0.663
S 5.22 -1.17 -2.72 -0.191
C 4.17 0.01 -1.93 -0.089
C 4.58 0.44 -0.71 0.308
S 3.80 1.57 0.35 -0.546
S 6.10 -0.24 -0.11 -0.209
S 2.74 0.46 -2.79 -0.423
C -1.73 -3.25 6.51 -1.575
C -1.65 -2.44 5.26 0.384
C -2.10 -2.93 4.03 -0.895
C -2.10 -2.20 2.88 -0.223
C -2.77 -2.82 1.68 -2.467
C -1.54 -0.80 2.80 6.222
Te -0.43 -1.55 -0.08 0.824
N -0.17 0.11 -1.08 0.171
C -1.02 0.66 -1.93 0.875
O -0.72 1.69 -2.55 -0.715
C -2.37 0.07 -2.18 -0.275
C -3.17 -0.35 -1.12 0.696
C -4.45 -0.82 -1.36 -1.238
C -4.94 -0.89 -2.65 -0.628
C -4.16 -0.44 -3.70 -0.546
C -2.88 0.05 -3.47 -0.842
C 1.49 -2.41 -0.64 0.390
C 2.67 -2.49 0.10 1.318
C 2.94 -1.72 1.35 -1.078
C 3.71 -3.28 -0.38 -0.766
C 3.61 -3.99 -1.56 0.520
C 4.72 -4.89 -2.01 -1.788
C 2.46 -3.85 -2.31 -0.997
C 1.40 -3.07 -1.87 0.658
C 0.20 -2.90 -2.76 -2.027
C -1.19 -0.30 4.18 0.634
C -0.87 1.15 4.39 -1.995
C -1.24 -1.10 5.28 -0.945
H -1.95 -4.29 6.29 0.379
H -2.52 -2.86 7.16 0.294
H -0.79 -3.20 7.07 0.372
H -2.53 -3.93 4.00 0.361
H -3.65 -3.38 2.00 0.597
H -2.12 -3.52 1.16 0.382
H -3.10 -2.06 0.97 0.157
H -2.82 -0.21 -0.11 0.364
H -5.07 -1.10 -0.52 0.452
H -5.93 -1.27 -2.83 0.391
H -4.55 -0.45 -4.71 0.411
H -2.27 0.44 -4.27 0.462
H 2.34 -2.08 2.19 0.465
H 2.73 -0.67 1.18 -0.512
H 3.98 -1.81 1.63 0.428
H 4.63 -3.32 0.18 0.304
H 5.64 -4.67 -1.48 0.346
H 4.91 -4.77 -3.08 0.380
H 4.46 -5.94 -1.83 0.398
H 2.39 -4.33 -3.28 0.321
H 0.38 -3.37 -3.73 0.434
H 0.03 -1.83 -2.93 0.233
H -0.70 -3.34 -2.33 0.372
H -0.34 1.58 3.55 0.247
H -0.24 1.26 5.28 0.550
H -1.78 1.73 4.54 0.247
H -0.97 -0.67 6.24 0.420


No. 3
56
Properties=species:S:1:pos:R:3:mulliken_charge:R:1 method="wB97M-V/def2-TZVPD" charge=0 multiplicity=4 e_homo_ev="-6.1 / -6.3" gap_ev="5.781 / 5.631"
V 1.08 -0.52 1.80 0.373
C 4.98 -2.01 -0.87 -1.584
C 3.57 -1.43 -0.80 0.707
C 2.58 -2.57 -0.55 -1.240
C 3.53 -0.30 0.26 -0.594
C 4.30 0.92 -0.24 -0.704
O 3.27 1.72 -0.84 -0.420
C 2.10 1.34 -0.28 -0.001
N 2.17 0.26 0.44 0.599
C 0.96 2.17 -0.60 0.138
C 1.09 3.02 -1.71 -0.858
C 0.08 3.87 -2.11 -0.717
C -1.11 3.90 -1.39 -0.644
C -1.26 3.09 -0.29 -0.560
C -0.25 2.21 0.11 1.130
P -1.13 -0.70 0.92 0.567
C -2.65 -1.01 1.88 0.722
C -2.85 -0.47 3.15 -0.579
C -4.02 -0.72 3.84 -0.687
C -4.99 -1.54 3.28 -0.482
C -4.78 -2.13 2.04 -0.616
C -3.61 -1.87 1.35 -0.349
C -1.80 -0.26 -0.72 0.167
C -3.03 0.35 -0.90 -0.280
C -3.47 0.69 -2.17 -0.696
C -2.66 0.43 -3.27 -0.537
C -1.42 -0.16 -3.10 -0.664
C -0.99 -0.52 -1.83 -0.012
H 5.04 -2.73 -1.69 0.416
H 5.23 -2.53 0.06 0.370
H 5.74 -1.25 -1.05 0.362
H 3.33 -0.96 -1.76 0.201
H 2.82 -3.10 0.36 0.350
H 2.62 -3.28 -1.39 0.473
H 1.56 -2.21 -0.47 -0.009
H 3.91 -0.66 1.22 0.709
H 5.04 0.70 -1.00 0.353
H 4.76 1.48 0.57 0.288
H 2.02 3.00 -2.26 0.495
H 0.21 4.50 -2.97 0.412
H -1.92 4.57 -1.69 0.421
H -2.17 3.12 0.30 0.468
H -2.08 0.16 3.60 0.346
H -4.18 -0.28 4.81 0.402
H -5.92 -1.73 3.82 0.378
H -5.52 -2.79 1.61 0.399
H -3.45 -2.32 0.38 0.443
H -3.66 0.57 -0.04 0.533
H -4.43 1.17 -2.30 0.414
H -3.00 0.70 -4.27 0.400
H -0.79 -0.36 -3.96 0.458
H -0.03 -1.00 -1.69 0.137
S 1.13 -2.48 2.92 -0.450
S 2.40 -1.64 4.30 -0.115
S 2.24 0.28 3.60 -0.460
S -0.56 1.31 1.60 -0.376


No. 4
60
Properties=species:S:1:pos:R:3:mulliken_charge:R:1 method="wB97M-V/def2-TZVPD" charge=-1 multiplicity=2 e_homo_ev="0.3 / -7.3" gap_ev="2.084 / 9.515"
C 3.10 0.44 -5.59 -0.564
C 1.98 0.64 -4.56 -0.108
O 1.03 1.59 -5.14 -0.165
O 3.97 1.54 -5.89 -0.504
H 2.49 0.01 -6.39 0.315
H 3.64 -0.42 -5.19 0.354
H 2.42 0.92 -3.60 0.124
H 1.47 -0.33 -4.49 0.046
H 0.42 1.77 -4.43 0.197
H 3.51 2.37 -5.79 0.310
C 0.71 3.43 1.23 0.174
C -0.60 3.86 1.81 -0.943
O -1.32 2.77 2.30 -0.471
O 1.37 4.60 0.65 -0.474
H 0.70 2.62 0.50 0.108
H 1.44 3.06 1.95 0.175
H -1.18 4.33 1.02 0.368
H -0.46 4.66 2.54 0.426
H -1.38 2.19 1.54 0.434
H 0.80 5.35 0.84 0.280
C -1.42 -0.37 -0.26 -0.696
C -0.09 -0.76 -0.95 -0.961
O 0.22 -0.11 -2.23 0.798
O -1.32 1.07 0.12 0.089
H -1.59 -0.99 0.62 -0.217
H -2.23 -0.50 -0.97 0.400
H -0.26 -1.83 -1.07 0.440
H 0.83 -0.71 -0.36 -0.139
H -0.48 -0.20 -2.88 -0.403
H -1.36 1.41 -0.78 -0.244
C -0.16 -5.32 2.32 -0.407
C -1.45 -4.97 3.06 -0.552
O -2.26 -4.16 2.26 -0.460
O 0.47 -4.10 1.91 -0.406
H -0.41 -5.79 1.36 0.273
H 0.55 -5.90 2.91 0.387
H -1.24 -4.40 3.97 0.304
H -2.03 -5.80 3.45 0.338
H -1.66 -3.45 2.00 0.250
H 1.40 -4.29 1.76 0.245
C 5.01 1.18 1.04 -0.516
C 4.24 1.30 -0.35 -0.414
O 3.48 2.46 -0.56 -0.437
O 4.00 0.71 2.02 -0.487
H 5.44 2.16 1.23 0.293
H 5.75 0.38 1.03 0.402
H 3.56 0.46 -0.41 0.158
H 4.86 1.08 -1.22 0.455
H 2.90 2.45 0.21 0.187
H 4.46 0.62 2.85 0.265
C -6.19 -1.16 1.62 -0.586
C -4.70 -0.93 1.38 -0.056
O -4.26 0.37 1.85 -0.436
O -6.85 -0.36 0.66 -0.512
H -6.54 -0.77 2.57 0.318
H -6.43 -2.21 1.47 0.304
H -4.44 -1.34 0.40 0.240
H -4.16 -1.60 2.05 0.199
H -3.31 0.49 1.81 0.198
H -6.43 0.49 0.79 0.306


No. 5
16
Properties=species:S:1:pos:R:3:mulliken_charge:R:1 method="wB97M-V/def2-TZVPD" charge=0 e_homo_ev=-9.3 gap_ev=10.221
C 2.12 -0.36 0.52 -1.422
C 1.08 0.48 -0.21 0.339
C 0.03 -0.30 -1.05 -0.742
N -0.98 0.20 -0.13 0.158
C -2.37 -0.12 0.04 -0.904
C -0.11 0.90 0.66 0.330
O -0.28 1.55 1.66 -0.654
H 1.64 -1.19 1.05 0.360
H 2.66 0.25 1.25 0.342
H 2.85 -0.78 -0.18 0.355
H 1.54 1.32 -0.75 0.325
H -0.11 0.03 -2.08 0.272
H 0.16 -1.39 -1.02 0.304
H -2.52 -1.04 0.62 0.299
H -2.86 0.70 0.57 0.320
H -2.84 -0.24 -0.94 0.319


No. 6
41
Properties=species:S:1:pos:R:3:mulliken_charge:R:1 method="wB97M-V/def2-TZVPD" charge=0 e_homo_ev=-8.8 gap_ev=9.628
C 6.99 1.38 0.10 -1.416
C 5.59 0.85 0.03 0.934
C 5.22 -0.27 0.76 -0.807
C 3.93 -0.76 0.72 -0.397
C 2.98 -0.12 -0.07 0.424
C 3.33 1.00 -0.81 -0.301
C 4.62 1.48 -0.75 -0.892
H 4.89 2.36 -1.32 0.331
H 2.59 1.50 -1.41 0.402
N 1.65 -0.62 -0.12 0.242
C 0.54 0.20 -0.03 -0.119
O 0.55 1.38 0.16 -0.603
C -0.70 -0.68 -0.21 1.023
N -1.65 -0.41 0.85 -0.498
H -1.69 0.59 1.02 0.339
C -3.00 -0.89 0.61 -1.155
C -3.81 -0.05 -0.39 0.438
C -5.27 -0.54 -0.52 -0.817
H -5.45 -1.01 -1.48 0.368
C -6.09 0.73 -0.31 -0.528
H -7.05 0.54 0.17 0.341
C -5.15 1.57 0.55 -0.475
H -5.32 2.64 0.47 0.325
O -3.86 1.30 0.04 -0.446
H -5.22 1.27 1.60 0.267
H -6.27 1.23 -1.27 0.264
H -5.48 -1.27 0.27 0.330
H -3.30 -0.05 -1.36 0.274
H -3.51 -0.87 1.58 0.384
H -2.95 -1.93 0.27 0.353
C -0.16 -2.11 -0.17 -0.836
C 1.34 -1.96 -0.25 0.325
O 2.15 -2.84 -0.40 -0.588
H -0.52 -2.75 -0.97 0.339
H -0.41 -2.57 0.79 0.344
H -1.10 -0.45 -1.22 0.075
H 3.65 -1.63 1.29 0.379
H 5.96 -0.78 1.37 0.366
H 7.71 0.56 0.14 0.372
H 7.21 2.01 -0.75 0.358
H 7.11 1.98 1.01 0.280


Asked for energy above the lowest of the compared OMol25 structures with the same formula, charge and spin across the records above, the calculation gives 407.94 354.83 0.00 105.35 88.95 136.10 kJ/mol in order.